Arrangement a

Below is a 14-piece molecular cluster, C28H84O28 overall, with properties calculated with wB97M-V/def2-TZVPD.

Element x y z (Å)
C: 12.0403 -20.8581 15.7768
C: 12.4745 -22.1186 16.4967
O: 13.7832 -22.5390 16.3117
O: 12.9108 -19.8312 16.1560
H: 11.0793 -20.4673 16.1112
H: 12.0161 -21.2001 14.7421
H: 12.0154 -23.0706 16.2304
H: 12.2709 -21.9395 17.5525
H: 13.6459 -23.4451 16.0258
H: 13.7274 -20.2233 16.4738
C: 19.2360 -26.9659 19.7569
C: 17.7378 -27.0020 20.2149
O: 16.9974 -25.9981 19.4635
O: 19.4211 -27.6957 18.5762
H: 19.9617 -27.2621 20.5143
H: 19.4729 -25.9373 19.4851
H: 17.7020 -26.7954 21.2846
H: 17.2506 -27.9700 20.0984
H: 17.5905 -25.3990 19.0042
H: 18.5212 -27.7702 18.2502
C: 14.4993 -24.8694 13.0214
C: 14.0630 -25.7655 14.1072
O: 14.5109 -25.2853 15.3781
O: 15.8484 -25.1173 12.8607
H: 14.2263 -23.8209 13.1407
H: 14.0883 -25.1544 12.0529
H: 14.3957 -26.7937 13.9649
H: 12.9733 -25.7634 14.1296
H: 15.4612 -25.4213 15.3710
H: 15.9798 -26.0173 13.1679
C: 13.2878 -25.3535 19.9260
C: 11.8712 -25.2866 19.2289
O: 11.9086 -26.0933 18.1124
O: 14.2890 -24.8352 19.0289
H: 13.4155 -26.4300 20.0391
H: 13.2480 -24.8966 20.9148
H: 11.4618 -24.3617 18.8227
H: 11.0856 -25.7103 19.8544
H: 12.5479 -25.6977 17.5154
H: 15.1062 -25.3170 19.1763
C: 24.5080 -26.3194 16.2969
C: 24.4307 -27.0918 17.6669
O: 24.1147 -28.4396 17.6000
O: 23.2775 -26.0951 15.6985
H: 25.1560 -26.8466 15.5967
H: 25.0633 -25.4201 16.5635
H: 23.8080 -26.6359 18.4367
H: 25.4610 -26.9713 18.0017
H: 23.2337 -28.7068 17.8723
H: 22.8247 -26.9220 15.8796
C: 21.0584 -20.5144 22.2432
C: 21.3512 -21.4013 23.4827
O: 22.7240 -21.6601 23.8262
O: 21.5554 -19.1769 22.5449
H: 19.9996 -20.3798 22.0218
H: 21.6215 -21.0516 21.4800
H: 20.7575 -22.3149 23.4492
H: 21.0690 -20.8913 24.4038
H: 23.4343 -21.2720 23.3100
H: 21.9135 -18.7663 21.7545
C: 16.8546 -20.0940 21.7214
C: 15.6878 -19.1370 21.3044
O: 14.3844 -19.7604 21.5205
O: 16.9188 -21.2443 20.9044
H: 16.7225 -20.6095 22.6727
H: 17.7221 -19.4342 21.7360
H: 15.7296 -18.9246 20.2361
H: 15.6280 -18.1877 21.8368
H: 13.7765 -19.1113 21.8821
H: 16.1292 -21.7872 20.9625
C: 24.2548 -23.6196 20.0734
C: 25.5447 -24.4151 20.0995
O: 26.1810 -24.2537 18.8708
O: 24.5469 -22.2167 19.8255
H: 23.6510 -23.9039 20.9352
H: 23.6364 -23.8742 19.2128
H: 25.3629 -25.4879 20.1641
H: 26.1612 -24.1095 20.9448
H: 25.7381 -23.5635 18.3719
H: 23.9141 -21.6564 20.2805
C: 23.4248 -18.4483 16.2636
C: 22.4225 -18.7605 17.4270
O: 22.9852 -18.0930 18.5955
O: 24.3037 -19.5340 16.1033
H: 23.8015 -17.4359 16.4095
H: 23.0052 -18.4082 15.2584
H: 22.4325 -19.8333 17.6194
H: 21.4533 -18.2617 17.4246
H: 22.8804 -17.1465 18.4738
H: 24.5441 -19.5770 17.0318
C: 27.4719 -21.2100 15.5714
C: 27.5054 -21.1457 17.2176
O: 26.2689 -20.8106 17.8434
O: 27.2893 -19.8748 15.0636
H: 26.7198 -21.9584 15.3216
H: 28.4522 -21.5387 15.2262
H: 28.2666 -20.3853 17.3924
H: 27.8612 -22.1109 17.5782
H: 26.1055 -21.1884 18.7106
H: 26.4481 -19.5304 15.3724
C: 24.1034 -22.9434 13.9013
C: 22.7483 -22.1892 14.4416
O: 23.0998 -21.8263 15.7043
O: 24.8051 -22.0160 13.1123
H: 23.8139 -23.7394 13.2152
H: 24.7456 -23.3300 14.6927
H: 22.1021 -23.0495 14.6160
H: 22.3082 -21.4368 13.7872
H: 23.5196 -20.9681 15.6106
H: 25.0530 -21.2220 13.5915
C: 22.2020 -26.7928 24.4029
C: 21.9795 -25.3128 24.4144
O: 23.1896 -24.5015 24.5682
O: 23.1296 -27.1628 23.4635
H: 21.3364 -27.4120 24.1673
H: 22.4566 -27.1711 25.3930
H: 21.2796 -25.1309 25.2300
H: 21.5229 -25.0473 23.4610
H: 22.8827 -23.6223 24.8014
H: 23.7762 -26.4531 23.4608
C: 16.2375 -20.4051 16.3478
C: 16.7474 -18.9441 16.4642
O: 17.2465 -18.6987 17.7476
O: 15.1978 -20.5489 17.2255
H: 17.0150 -21.1196 16.6180
H: 15.8954 -20.7802 15.3833
H: 15.9542 -18.2197 16.2794
H: 17.5653 -18.7000 15.7862
H: 16.8543 -19.3619 18.3202
H: 14.7179 -21.3749 17.1310
C: 19.4680 -22.7683 19.0195
C: 20.4786 -22.9914 17.8506
O: 21.4853 -22.0136 17.9754
O: 18.3419 -23.5995 18.8524
H: 19.0737 -21.7578 19.1268
H: 19.8486 -22.9493 20.0247
H: 19.8976 -22.7332 16.9653
H: 20.8976 -23.9848 17.6905
H: 22.0600 -22.0008 17.2065
H: 17.6694 -22.9287 18.7136

## Properties
HOMO-LUMO gap	9.31	eV

Mulliken atomic charge list, values in e, 99 entries: C -0.514; C -0.460; O -0.682; O -0.538; H 0.332; H 0.251; H 0.722; H 0.127; H 0.071; H 0.481; C 0.226; C -0.683; O -0.433; O -0.528; H 0.298; H -0.267; H 0.304; H 0.380; H 0.336; H 0.322; C -0.172; C -0.781; O -0.295; O -0.506; H 0.199; H 0.300; H 0.401; H 0.324; H 0.269; H 0.326; C -0.309; C -0.403; O -0.568; O -0.251; H 0.297; H 0.327; H 0.178; H 0.314; H 0.297; H 0.273; C -0.073; C -0.362; O -0.587; O -0.430; H 0.295; H 0.066; H 0.220; H 0.254; H 0.347; H 0.285; C 0.572; C -0.360; O -0.491; O -0.595; H -0.215; H -0.016; H 0.277; H 0.316; H 0.264; H 0.310; C -0.418; C -0.265; O -0.543; O -0.317; H 0.399; H 0.238; H 0.055; H 0.451; H 0.282; H 0.192; C -0.493; C -0.286; O -0.485; O -0.292; H 0.492; H 0.180; H 0.274; H 0.299; H 0.175; H 0.081; C -0.466; C 0.137; O -0.535; O -0.582; H 0.440; H 0.345; H -0.291; H 0.386; H 0.301; H 0.205; C -0.126; C -0.426; O -0.376; O -0.590; H -0.122; H 0.419; H 0.272; H 0.366; H 0.220



Arrangement b

Below is a 14-piece molecular cluster, C28H84O28 overall, with properties calculated with wB97M-V/def2-TZVPD.

Element x y z (Å)
C: 3.0366 2.6982 2.3307
C: 2.8371 3.8238 3.3844
O: 2.5702 5.1404 3.0113
O: 3.4519 3.0420 1.0886
H: 2.1584 2.0672 2.1937
H: 3.8515 2.0731 2.6957
H: 3.6939 3.8843 4.0555
H: 2.0757 3.4880 4.0884
H: 3.1512 5.2499 2.2550
H: 4.2563 3.5266 1.2879
C: 2.4592 1.7744 -2.1882
C: 4.0234 1.5663 -2.2287
O: 4.2747 0.3203 -3.0426
O: 1.9644 2.6470 -1.1898
H: 2.0613 0.8248 -1.8302
H: 1.9759 1.9876 -3.1417
H: 4.4711 1.4275 -1.2446
H: 4.5168 2.5006 -2.4963
H: 4.9622 -0.2538 -2.6970
H: 2.5627 2.6506 -0.4390
C: 0.9514 4.7216 -3.7813
C: -0.0247 5.4350 -4.8053
O: 0.6147 5.6811 -6.0606
O: 0.2697 4.0678 -2.8120
H: 1.6344 5.3259 -3.1843
H: 1.6207 4.1272 -4.4033
H: -0.3611 6.3549 -4.3271
H: -0.8881 4.7706 -4.8402
H: -0.0666 6.0336 -6.6379
H: 0.8188 3.7805 -2.0788
C: -3.6093 4.2225 -0.4959
C: -2.5114 3.1142 -0.9774
O: -2.3724 2.8812 -2.4028
O: -4.8029 4.0185 -1.1052
H: -3.0825 5.1374 -0.7671
H: -3.7808 4.3381 0.5743
H: -3.0254 2.1887 -0.7179
H: -1.5744 3.2166 -0.4300
H: -1.4618 2.9356 -2.7019
H: -5.4093 4.5406 -0.5750
C: -3.5690 -0.6394 2.1363
C: -3.4269 0.5762 3.1584
O: -3.2136 0.1074 4.4677
O: -2.4087 -1.3113 2.0384
H: -3.8303 -0.3009 1.1337
H: -4.3144 -1.3434 2.5062
H: -4.1943 1.3487 3.2078
H: -2.4989 1.0576 2.8500
H: -2.3573 -0.3267 4.4720
H: -2.5247 -2.2635 2.0019
C: -0.4994 -3.9630 -0.7406
C: -0.8113 -5.3901 -1.3207
O: -1.4189 -6.2832 -0.3921
O: -1.7353 -3.3022 -0.4362
H: 0.0833 -3.3104 -1.3908
H: 0.0504 -4.0834 0.1929
H: 0.0043 -5.8964 -1.8371
H: -1.5370 -5.3114 -2.1302
H: -0.8290 -6.9062 0.0385
H: -2.3554 -3.9970 -0.2028
C: 0.0796 -3.3878 3.4381
C: 1.1113 -4.1314 4.3050
O: 1.9341 -3.1557 4.9856
O: 0.3527 -1.9516 3.2158
H: -0.8391 -3.5259 4.0082
H: 0.0799 -3.9630 2.5123
H: 1.7371 -4.6505 3.5791
H: 0.4596 -4.8686 4.7739
H: 2.3800 -3.6622 5.6684
H: 0.0157 -1.8912 2.3189
C: 3.7510 -1.6936 0.5636
C: 3.1222 -2.9957 0.9496
O: 4.0979 -3.6690 1.7094
O: 3.6620 -0.8600 1.7903
H: 3.2076 -1.4028 -0.3355
H: 4.7906 -1.7417 0.2396
H: 2.8472 -3.7094 0.1730
H: 2.2792 -2.7773 1.6052
H: 4.4661 -3.1397 2.4206
H: 4.5162 -0.4975 2.0364
C: -0.6321 4.8329 2.1332
C: -0.9839 3.4107 2.5874
O: -1.3556 3.3516 3.9184
O: -1.8002 5.6025 2.3171
H: -0.4536 4.7718 1.0597
H: 0.1719 5.3076 2.6956
H: -0.2110 2.7210 2.2483
H: -1.8038 3.0996 1.9400
H: -0.9371 2.5771 4.3012
H: -2.0081 5.6407 3.2535
C: 3.4583 -0.5146 6.4913
C: 3.9959 -0.6409 5.0478
O: 2.8139 -0.4506 4.2093
O: 2.5071 -1.3669 6.8493
H: 3.0560 0.4881 6.6360
H: 4.2776 -0.5712 7.2080
H: 4.3998 -1.6201 4.7906
H: 4.8368 0.0469 4.9586
H: 2.9129 -0.1984 3.2883
H: 3.0587 -2.0501 7.2374
C: -2.1767 -2.1829 -5.2718
C: -2.5969 -1.6210 -3.8757
O: -3.7083 -0.7164 -3.9545
O: -3.2394 -2.9337 -5.8890
H: -1.5490 -3.0530 -5.0799
H: -1.6057 -1.5114 -5.9130
H: -1.8262 -1.0987 -3.3088
H: -2.8164 -2.4812 -3.2433
H: -3.4533 0.0983 -4.3937
H: -3.9802 -2.7289 -5.3137
C: 1.6091 -2.0417 -3.8550
C: 2.0185 -1.3815 -5.1343
O: 0.7793 -1.3238 -5.8933
O: 2.5303 -1.8115 -2.7878
H: 1.5829 -3.0996 -4.1165
H: 0.6761 -1.7928 -3.3493
H: 2.7543 -1.9869 -5.6636
H: 2.3622 -0.3480 -5.0922
H: 0.5888 -0.4371 -6.2081
H: 3.2572 -2.4385 -2.7756
C: -5.3514 -2.3015 -0.8313
C: -5.6242 -3.6571 -1.5701
O: -4.9732 -3.6624 -2.8474
O: -5.5843 -1.1867 -1.5881
H: -4.3174 -2.2756 -0.4876
H: -6.0728 -2.2269 -0.0176
H: -6.6895 -3.8520 -1.6931
H: -5.2709 -4.5301 -1.0214
H: -5.5014 -3.0896 -3.4082
H: -5.7020 -1.4586 -2.5012
C: -0.4517 0.2625 -0.7525
C: 0.2235 0.3453 0.6142
O: 0.9183 -0.7885 0.8837
O: -1.8615 -0.0555 -0.6575
H: -0.0402 -0.5211 -1.3887
H: -0.4036 1.2013 -1.3043
H: -0.3676 0.7012 1.4580
H: 0.9874 1.1128 0.4905
H: 1.4472 -0.7899 1.6848
H: -1.8325 -0.8924 -0.1881

## Properties
HOMO-LUMO gap	8.13	eV

Mulliken atomic charge list, values in e, 99 entries: C 1.113; C -1.033; O -0.498; O -0.609; H -0.528; H 0.266; H 0.356; H 0.393; H 0.380; H 0.270; C 0.617; C -0.737; O -0.472; O -0.285; H -0.479; H 0.380; H 0.181; H 0.405; H 0.269; H 0.004; C -0.502; C -0.472; O -0.529; O -0.102; H 0.381; H 0.267; H 0.279; H 0.269; H 0.316; H 0.103; C -0.750; C 0.501; O -0.652; O -0.518; H 0.293; H 0.406; H -0.100; H 0.087; H 0.312; H 0.356; C -0.222; C -0.435; O -0.649; O -0.066; H 0.156; H 0.391; H 0.461; H -0.128; H 0.381; H 0.097; C 1.199; C -0.895; O -0.551; O -0.101; H -0.338; H -0.499; H 0.485; H 0.309; H 0.315; H 0.127; C 0.038; C -0.939; O -0.246; O -0.013; H 0.491; H -0.129; H 0.312; H 0.376; H 0.232; H -0.026; C -0.275; C 0.766; O -0.713; O -0.302; H -0.439; H 0.570; H 0.235; H -0.348; H 0.339; H 0.203; C -0.314; C 0.927; O -0.698; O -0.595; H 0.100; H 0.280; H -0.301; H 0.070; H 0.370; H 0.348; C -1.093; C -0.173; O -0.192; O -0.401; H 0.266; H 0.512; H 0.177; H 0.478; H 0.059



The structure with the least stability is arrangement b.